1.
14
Properties=species:S:1:pos:R:3 method="wB97M-V/def2-TZVPD" lumo_ev=-0.4300 gap_ha=0.328
S 0.9923 -2.5807 0.2097
O 0.2096 0.4786 -0.7664
N 0.5701 0.5026 3.8388
N 1.4452 -1.3848 1.1957
C -0.4688 0.9134 -2.0419
C 0.8067 -0.3180 1.2120
C 0.6769 0.1210 2.6735
C -0.3636 0.2998 0.4016
H -1.3846 0.4560 -1.9722
H -1.2918 -0.3760 0.2717
H 0.0586 0.6333 -2.9317
H 0.2076 -2.0032 -0.8617
H -0.7089 2.1303 -2.2047
H -0.7494 1.1278 0.9757

=====

2.
14
Properties=species:S:1:pos:R:3 method="wB97M-V/def2-TZVPD" lumo_ev="-0.3841 / -0.3654" gap_ha="0.290 / 0.291"
S 2.5683 -0.7384 -0.3425
O 2.5196 1.8404 0.0996
N 1.9108 0.7266 -0.0346
N 1.1748 -1.6143 -0.4186
C -1.1425 -1.7140 0.0631
C 0.0513 -0.8662 -0.2450
C -0.6204 1.6846 0.1934
C 0.1552 0.4917 -0.1294
H -1.3261 1.7098 -0.6251
H -1.4631 -1.5683 1.0123
H -0.7607 -2.7037 -0.1236
H -1.9634 -1.5912 -0.7061
H -0.0189 2.6595 0.1431
H -1.0849 1.6835 1.1134

=====

3.
13
Properties=species:S:1:pos:R:3 method="wB97M-V/def2-TZVPD" lumo_ev=0.3834 smiles="N[C@@H]1C=CNC1=S" gap_ha=0.323
S 1.9571 -1.0567 1.5745
N -0.0539 0.6711 1.4638
N 0.9351 -0.4200 -1.5349
C 0.6826 -0.3435 0.8699
C -1.0852 1.0872 0.6400
C -1.1226 0.4062 -0.4882
C 0.0142 -0.5874 -0.4388
H -1.7035 1.9085 0.9917
H -1.8668 0.5065 -1.2827
H 0.5139 -0.6620 -2.4101
H 0.3512 1.0788 2.2926
H -0.4022 -1.6032 -0.3035
H 1.7802 -0.9855 -1.3743

=====

4.
13
Properties=species:S:1:pos:R:3 method="wB97M-V/def2-TZVPD" lumo_ev=0.0202 smiles="CC(=S)NCC#N" gap_ha=0.319
S -1.3190 -1.8045 -0.0337
N 0.3119 0.3474 0.1911
N 3.7977 -0.3432 -0.1496
C -1.9551 1.0199 -0.1852
C 2.6508 -0.4655 -0.0862
C -0.9050 -0.0922 0.1388
C 1.2360 -0.7348 0.0012
H 0.6431 1.1925 0.6788
H -1.5407 1.9399 -0.7902
H 0.9470 -1.4087 -0.7490
H -3.0274 0.6312 -0.8470
H 1.4333 -1.4336 0.8880
H -2.2726 1.1516 0.9430

=====

5.
13
Properties=species:S:1:pos:R:3 method="wB97M-V/def2-TZVPD" lumo_ev="0.7625 / -1.5548" s_squared=2.01 gap_ha="0.236 / 0.269" multiplicity=3
S -0.0946 1.8991 0.3069
N -0.0135 -0.5601 0.7389
N 3.0658 -1.4102 -0.0946
C 2.9482 -0.3376 -0.0976
C -1.3967 0.8844 -0.5570
C 0.6130 0.6201 0.9949
C -1.2301 -0.5364 -0.1046
H -1.2976 1.0746 -1.6531
H 2.5288 0.7025 -0.0482
H 0.3260 -1.4657 1.0788
H -2.1181 -0.9062 0.4276
H -0.9633 -1.1940 -0.9218
H -2.3677 1.2296 -0.0702

=====

6.
14
Properties=species:S:1:pos:R:3 method="wB97M-V/def2-TZVPD" lumo_ev=-1.0291 gap_ha=0.282
S -3.5838 -1.0492 0.2225
S -2.0984 2.0692 -0.0040
N 0.3382 -1.0207 -0.3484
N 0.0838 0.3763 -0.3769
C 1.3985 -1.5413 0.2830
C -1.2741 0.6539 -0.2893
C 0.9598 1.3584 0.2163
C -2.1444 -0.6649 -0.5052
H 0.8959 2.5334 -0.3589
H 1.5910 -2.7096 0.2047
H 0.7021 1.3953 1.6476
H -1.5851 -1.3828 -1.1991
H 2.4259 -1.0991 0.4805
H 2.2906 1.0813 0.0273

=====

Short version: ΔE to the lowest compared entry with this formula, charge and spin = 5.8387, 5.5281, 0.9048, 3.1369, 1.6221, 6.6782 eV, in the order given.